{
  "formula": "C22H35AlBr2N3O3",
  "method": "ωB97M-V/def2-TZVPD",
  "total_charge": -1,
  "total_energy_ev": -180668.8059,
  "elements": ["Br", "Br", "Al", "O", "O", "O", "N", "N", "N", "C", "C", "C", "C", "C", "C", "C", "C", "C", "C", "C", "C", "C", "C", "C", "C", "C", "C", "C", "C", "C", "C", "H", "H", "H", "H", "H", "H", "H", "H", "H", "H", "H", "H", "H", "H", "H", "H", "H", "H", "H", "H", "H", "H", "H", "H", "H", "H", "H", "H", "H", "H", "H", "H", "H", "H", "H"],
  "positions_angstrom": [[2.158, -2.036, 0.647], [3.225, 1.979, 0.120], [0.606, 0.543, 1.731], [-2.117, -0.562, 5.112], [-2.643, -0.577, -0.730], [-1.162, -1.131, 3.292], [-5.070, -2.968, -3.301], [7.205, 1.116, -1.764], [-1.621, -1.521, 4.495], [-3.402, -4.675, -3.665], [6.823, 1.908, -0.738], [-0.466, 2.312, 2.052], [8.527, 0.865, -1.875], [-3.784, -3.365, -3.424], [-3.943, 1.586, -1.482], [2.638, 0.830, 1.655], [3.323, -0.694, 1.619], [7.704, 2.460, 0.178], [4.781, -0.728, 0.855], [-3.127, 3.012, 1.758], [-5.730, -5.262, -3.659], [-4.396, -5.640, -3.783], [-2.967, -1.533, 0.371], [9.483, 1.368, -1.007], [-3.915, -0.013, -1.192], [-6.013, -3.927, -3.422], [-2.053, 1.835, 2.105], [9.060, 2.182, 0.038], [-2.677, 2.461, -0.929], [0.230, -0.643, 3.408], [-3.214, 3.501, 0.213], [-2.619, 4.520, 0.050], [-3.996, 1.724, -2.668], [9.780, 2.595, 0.738], [8.808, 0.228, -2.709], [-0.247, 3.102, 1.196], [-4.135, -6.677, -3.970], [-6.528, -5.990, -3.745], [-4.818, -0.321, -0.473], [-0.022, -0.076, 0.398], [-1.939, -1.820, 0.890], [-7.039, -3.582, -3.321], [-2.165, 0.944, 1.357], [-2.341, 3.149, -1.847], [1.020, -1.515, 3.385], [10.532, 1.132, -1.144], [5.563, 0.031, 1.309], [-2.354, -4.936, -3.757], [3.460, -1.128, 2.718], [-4.166, -0.560, -2.223], [-3.623, -1.004, 1.215], [-4.986, 2.004, -1.089], [5.755, 2.093, -0.669], [4.612, -0.581, -0.294], [-4.203, 2.722, 2.186], [-4.355, 3.782, 0.000], [3.037, 1.324, 2.664], [-0.175, 2.777, 3.096], [-2.225, 1.419, 3.198], [5.223, -1.827, 0.987], [-3.525, -2.495, 0.009], [-2.802, 3.962, 2.405], [-3.045, -2.576, -3.320], [7.342, 3.092, 0.982], [-1.720, 1.850, -0.649], [0.432, -0.044, 4.420]]
}



{
  "formula": "C36H70BrNO29P",
  "method": "ωB97M-V/def2-TZVPD",
  "total_charge": -1,
  "total_energy_ev": -178667.8277,
  "relative_energy_kcal_mol": 21.4,
  "elements": ["Br", "P", "O", "O", "O", "O", "O", "O", "O", "O", "O", "O", "O", "O", "O", "O", "O", "O", "O", "O", "O", "O", "O", "O", "O", "O", "O", "O", "O", "O", "O", "N", "C", "C", "C", "C", "C", "C", "C", "C", "C", "C", "C", "C", "C", "C", "C", "C", "C", "C", "C", "C", "C", "C", "C", "C", "C", "C", "C", "C", "C", "C", "C", "C", "C", "C", "C", "C", "H", "H", "H", "H", "H", "H", "H", "H", "H", "H", "H", "H", "H", "H", "H", "H", "H", "H", "H", "H", "H", "H", "H", "H", "H", "H", "H", "H", "H", "H", "H", "H", "H", "H", "H", "H", "H", "H", "H", "H", "H", "H", "H", "H", "H", "H", "H", "H", "H", "H", "H", "H", "H", "H", "H", "H", "H", "H", "H", "H", "H", "H", "H", "H", "H", "H", "H", "H", "H", "H"],
  "positions_angstrom": [[-3.563, 1.560, 2.766], [-3.375, 0.692, -1.138], [5.105, -6.066, 1.720], [2.329, -0.514, -6.510], [-0.024, 2.272, 5.960], [-2.069, 1.067, -2.166], [-2.964, 1.867, 0.124], [3.922, 2.983, 0.262], [2.045, 2.699, -0.767], [-3.508, -3.663, 3.602], [-4.565, 6.073, -0.316], [4.526, -3.136, -4.188], [-2.476, -1.735, 3.422], [-3.198, 3.880, -1.888], [-4.431, 10.049, -0.137], [4.303, -1.213, -3.018], [-0.467, 2.382, 8.175], [0.642, -10.246, 3.842], [2.942, -0.432, -8.690], [2.305, -10.483, 2.488], [-2.262, -0.426, -0.411], [2.575, -11.104, 4.646], [0.533, 4.061, 7.032], [-5.337, 4.233, -1.337], [3.812, 3.478, -1.944], [4.760, -3.199, -2.038], [5.334, -7.996, 0.561], [-3.566, 11.785, -1.303], [5.559, -8.048, 2.708], [-3.977, 9.940, -2.350], [3.314, 1.290, -7.436], [-4.373, -1.951, -1.186], [4.255, -2.390, -5.380], [-1.067, 2.098, 1.606], [1.908, -10.657, 3.748], [-4.443, 8.581, -2.364], [-0.989, -0.936, 1.594], [-3.569, 12.544, -0.097], [-4.832, -1.962, 2.738], [-0.602, 0.963, 5.932], [-1.393, -2.075, 2.538], [5.563, -7.381, 3.972], [3.237, 1.935, -6.155], [1.255, 2.758, -1.961], [-3.558, -2.542, 3.281], [2.814, 0.058, -7.452], [-2.306, 1.333, 1.153], [-2.292, 1.367, -3.501], [-1.310, 3.631, 1.643], [4.509, -2.397, -3.076], [-2.167, -0.220, 0.961], [2.436, -1.757, -8.852], [-0.031, 2.853, 7.155], [3.304, 3.091, -0.922], [-4.033, 10.535, -1.162], [-4.234, 3.391, -1.719], [-5.466, 4.437, 1.097], [0.592, 4.804, 8.246], [-5.050, 5.019, -0.250], [5.291, 3.372, 0.243], [0.077, -10.369, 5.147], [5.313, -7.249, 1.666], [3.654, -10.881, 2.232], [-1.067, 0.838, -4.276], [-4.040, -0.834, -2.105], [-4.625, 1.963, -1.877], [5.080, -7.266, -0.642], [4.769, -2.536, -0.772], [-3.733, -2.704, -1.413], [-3.106, -0.616, 1.344], [-5.656, -2.660, 2.817], [5.674, 3.240, 1.252], [-5.092, -1.056, 3.282], [-0.187, 1.094, -3.681], [-0.529, -2.287, 3.171], [-4.953, 1.710, -2.881], [5.862, 2.742, -0.438], [1.369, -1.790, -8.639], [3.853, -10.688, 1.181], [-4.582, 12.655, 0.287], [3.268, -1.954, -5.341], [0.063, -11.411, 5.464], [5.840, -6.502, -0.796], [4.347, -10.296, 2.830], [4.300, -3.089, -6.213], [-2.335, 3.863, 1.388], [2.972, -2.456, -8.211], [3.797, -2.092, -0.563], [-4.345, 8.223, -3.385], [-0.536, 0.604, 4.908], [3.806, 1.381, -5.410], [-1.048, 4.004, 2.628], [-0.299, -0.280, 2.120], [-4.620, 4.540, 1.763], [-0.409, 4.994, 8.631], [1.190, 3.782, -2.327], [-2.929, 12.079, 0.652], [-4.432, 0.323, -0.204], [2.200, 2.039, -5.840], [5.772, -8.135, 4.727], [1.066, 5.755, 8.014], [-6.347, 4.984, 1.425], [-3.173, 13.528, -0.339], [5.121, -7.971, -1.468], [1.668, 2.101, -2.725], [6.343, -6.622, 4.004], [-1.627, -3.000, 2.016], [-1.038, 1.208, -5.297], [5.011, -1.618, -5.528], [-0.262, 1.857, 0.910], [2.598, -2.035, -9.890], [-4.683, -1.734, 1.678], [-0.620, 4.078, 0.932], [-0.048, 0.285, 6.580], [-0.945, -10.004, 5.086], [3.673, 2.923, -6.271], [4.088, -6.817, -0.616], [5.549, -1.776, -0.742], [4.591, -6.936, 4.176], [5.390, 4.420, -0.038], [-5.273, -2.315, -1.486], [-4.877, -0.539, -2.747], [1.192, 4.282, 8.990], [0.627, -9.762, 5.864], [-2.335, 2.440, -3.728], [4.981, -3.287, -0.015], [-3.171, 0.924, -3.981], [-5.505, 1.827, -1.253], [3.785, -11.945, 2.424], [-3.839, 7.954, -1.714], [-5.762, 3.401, 0.961], [-3.250, -1.162, -2.794], [-0.430, -1.393, 0.778], [0.253, 2.415, -1.708], [-1.650, 0.998, 6.221], [-1.145, -0.248, -4.231], [-0.824, 1.774, 2.610], [-5.490, 8.531, -2.071]]
}



{
  "formula": "C2H9N3O2",
  "method": "ωB97M-V/def2-TZVPD",
  "smiles": "CNC(O)(O)NN",
  "total_charge": 0,
  "total_energy_ev": -10781.5235,
  "relative_energy_kcal_mol": 104.2,
  "elements": ["O", "O", "N", "N", "N", "C", "C", "H", "H", "H", "H", "H", "H", "H", "H", "H"],
  "positions_angstrom": [[0.622, -0.245, 1.989], [1.069, 1.081, 0.201], [0.489, -1.183, -0.187], [-1.138, 0.101, 0.460], [1.691, -1.238, -0.932], [-1.701, 0.944, -0.587], [0.357, -0.017, 0.615], [0.806, 0.613, 2.392], [-2.605, 0.468, -0.970], [2.627, -1.119, -0.550], [1.301, 1.095, -0.748], [1.865, -2.182, -1.282], [-1.019, 1.018, -1.431], [-0.767, -1.220, -0.071], [-1.924, 1.940, -0.205], [-1.674, -0.057, 1.306]]
}



{
  "formula": "C7H15NSi",
  "method": "ωB97M-V/def2-TZVPD",
  "spin_multiplicity": 3,
  "s_squared": 2.002,
  "total_charge": 0,
  "total_energy_ev": -16865.4588,
  "relative_energy_kcal_mol": 0.0,
  "elements": ["Si", "N", "C", "C", "C", "C", "C", "C", "C", "H", "H", "H", "H", "H", "H", "H", "H", "H", "H", "H", "H", "H", "H", "H"],
  "positions_angstrom": [[-0.060, 1.068, 0.588], [-1.933, -2.691, 1.137], [-2.459, -1.547, 1.042], [-3.068, -1.100, -0.206], [1.537, 1.973, 1.204], [0.967, -1.428, -0.362], [2.040, 2.988, 0.179], [0.693, -0.003, -0.838], [-3.214, -1.902, -1.254], [2.404, 2.488, -0.717], [1.448, -2.015, -1.142], [2.858, 3.582, 0.586], [1.624, -1.425, 0.509], [-1.535, -2.918, 2.046], [2.340, 1.258, 1.416], [0.041, -1.928, -0.086], [1.241, 3.670, -0.116], [-2.869, -2.920, -1.205], [-2.493, -0.815, 1.860], [1.630, 0.422, -1.218], [-3.671, -1.575, -2.171], [-3.402, -0.072, -0.222], [1.333, 2.494, 2.143], [0.004, -0.047, -1.686]]
}